The following is a quantum chemistry calculation of a 7-piece molecular cluster, C42H36F6O2 overall, from OMol25.

Last columns: bonded neighbours and bond lengths (Å).
Element x y z (Å)
1 F 4.178 4.428 2.467  C2 1.338
2 C 4.134 3.818 1.277  F1 1.338, C3 1.411, C7 1.383
3 C 3.485 4.495 0.222  C2 1.411, C4 1.423, H8 1.080
4 C 3.395 3.947 -1.088  C3 1.423, C5 1.401, H9 1.080
5 C 3.861 2.640 -1.280  C4 1.401, C6 1.400, H10 1.080
6 C 4.445 1.937 -0.220  C5 1.400, C7 1.402, H11 1.080
7 C 4.619 2.547 1.030  C2 1.383, C6 1.402, H12 1.080
8 H 3.154 5.514 0.355  C3 1.080
9 H 3.001 4.565 -1.881  C4 1.080
10 H 3.632 2.074 -2.171  C5 1.080
11 H 4.870 0.963 -0.415  C6 1.080
12 H 5.032 2.004 1.868  C7 1.080
13 F -0.935 -1.598 1.679  C14 1.384
14 C -1.263 -1.100 2.928  F13 1.384, C15 1.401, C19 1.382
15 C -1.526 0.264 3.116  C14 1.401, C16 1.384, H20 1.080
16 C -1.870 0.736 4.370  C15 1.384, C17 1.382, H21 1.080
17 C -1.983 -0.166 5.410  C16 1.382, C18 1.355, H22 1.080
18 C -1.645 -1.470 5.269  C17 1.355, C19 1.382, H23 1.080
19 C -1.250 -1.936 4.029  C14 1.382, C18 1.382, H24 1.080
20 H -1.600 1.016 2.344  C15 1.080
21 H -2.296 1.717 4.522  C16 1.080
22 H -2.356 0.046 6.402  C17 1.080
23 H -1.434 -2.182 6.053  C18 1.080
24 H -0.967 -2.978 4.019  C19 1.080
25 F 3.369 1.271 4.456  C26 1.347
26 C 3.429 0.129 3.742  F25 1.347, C27 1.389, C31 1.432
27 C 2.274 -0.358 3.146  C26 1.389, C28 1.449, H32 1.080
28 C 2.304 -1.668 2.528  C27 1.449, C29 1.392, H33 1.080
29 C 3.503 -2.374 2.572  C28 1.392, C30 1.395, H34 1.080
30 C 4.673 -1.774 3.038  C29 1.395, C31 1.385, H35 1.080
31 C 4.696 -0.531 3.649  C26 1.432, C30 1.385, H36 1.080
32 H 1.378 0.157 3.459  C27 1.080
33 H 1.468 -2.120 2.014  C28 1.080
34 H 3.656 -3.341 2.117  C29 1.080
35 H 5.640 -2.242 2.932  C30 1.080
36 H 5.582 -0.026 4.006  C31 1.080
37 F -2.432 3.904 0.356  C38 1.328
38 C -1.341 3.149 0.285  F37 1.328, C39 1.420, C43 1.381
39 C -0.369 3.176 1.320  C38 1.420, C40 1.366, H44 1.080
40 C 0.779 2.438 1.270  C39 1.366, C41 1.395, H45 1.080
41 C 0.960 1.654 0.130  C40 1.395, C42 1.421, H46 1.080
42 C -0.024 1.612 -0.895  C41 1.421, C43 1.354, H47 1.080
43 C -1.127 2.396 -0.853  C38 1.381, C42 1.354, H48 1.080
44 H -0.659 3.774 2.171  C39 1.080
45 H 1.512 2.480 2.063  C40 1.080
46 H 1.823 1.006 0.119  C41 1.080
47 H 0.110 0.952 -1.739  C42 1.080
48 H -1.836 2.472 -1.664  C43 1.080
49 F -1.323 1.028 -4.299  C50 1.338
50 C -2.027 0.418 -5.260  F49 1.338, C51 1.394, C55 1.386
51 C -1.689 -0.879 -5.642  C50 1.394, C52 1.418, H56 1.080
52 C -2.550 -1.630 -6.483  C51 1.418, C53 1.363, H57 1.080
53 C -3.613 -1.001 -7.057  C52 1.363, C54 1.396, H58 1.080
54 C -3.835 0.344 -6.755  C53 1.396, C55 1.384, H59 1.080
55 C -3.137 1.054 -5.793  C50 1.386, C54 1.384, H60 1.080
56 H -0.775 -1.386 -5.370  C51 1.080
57 H -2.306 -2.676 -6.594  C52 1.080
58 H -4.282 -1.576 -7.680  C53 1.080
59 H -4.681 0.879 -7.160  C54 1.080
60 H -3.602 1.955 -5.421  C55 1.080
61 F -5.943 0.070 3.135  C62 1.329
62 C -5.246 -0.099 2.016  F61 1.329, C63 1.373, C67 1.357
63 C -5.007 0.957 1.172  C62 1.373, C64 1.429, H68 1.080
64 C -4.127 0.812 0.055  C63 1.429, C65 1.392, H69 1.080
65 C -3.505 -0.412 -0.180  C64 1.392, C66 1.407, H70 1.080
66 C -3.727 -1.434 0.761  C65 1.407, C67 1.406, H71 1.080
67 C -4.570 -1.267 1.873  C62 1.357, C66 1.406, H72 1.080
68 H -5.483 1.897 1.408  C63 1.080
69 H -3.874 1.601 -0.638  C64 1.080
70 H -2.954 -0.625 -1.084  C65 1.080
71 H -3.141 -2.326 0.593  C66 1.080
72 H -4.660 -1.958 2.697  C67 1.080
73 C 1.693 -3.865 -2.866  C74 1.349, C78 1.430, H81 1.080
74 C 2.465 -2.823 -2.497  C73 1.349, C75 1.368, H82 1.080
75 C 2.013 -1.840 -1.660  C74 1.368, C76 1.398, O80 1.364
76 C 0.777 -1.999 -1.028  C75 1.398, C77 1.365, H83 1.080
77 C -0.019 -3.050 -1.385  C76 1.365, C78 1.364, H84 1.080
78 C 0.425 -4.028 -2.226  C73 1.430, C77 1.364, O79 1.326
79 O -0.379 -5.047 -2.500  C78 1.326, H85 0.960
80 O 2.781 -0.732 -1.453  C75 1.364, H86 0.960
81 H 1.960 -4.500 -3.698  C73 1.080
82 H 3.401 -2.809 -3.036  C74 1.080
83 H 0.403 -1.282 -0.312  C76 1.080
84 H -0.996 -3.056 -0.927  C77 1.080
85 H -0.179 -5.326 -3.396  O79 0.960
86 H 3.660 -0.805 -1.831  O80 0.960

Output
HOMO = -8.1 eV
SMILES = Oc1ccc(O)cc1.Fc1ccccc1.Fc1ccccc1.Fc1ccccc1.Fc1ccccc1.Fc1ccccc1.Fc1ccccc1
Total charge = 0
Molecular weight = 686.7 g mol⁻¹
Gap between HOMO and LUMO = 8.515 eV
LUMO = 0.41 eV